(1)
C53H69AsCrN8O5S as an isolated structure. Source: the Open Molecules 2025 dataset; level of theory: wB97M-V/def2-TZVPD.

## Properties
2S+1: 4
Energy, eV: -178331.388
HOMO-LUMO gap (spin up / spin down), eV: 5.2 / 5.9
Charge: -1

Each line ends with the Mulliken charge.
Positions of all 138 atoms, in Å:
Cr -0.413 0.493 0.421  1.274
O 0.848 -2.856 2.244  -0.889
S 1.378 -1.447 2.077  1.057
O 1.865 -0.986 3.426  -0.819
O 0.046 -0.585 1.844  -0.211
O 1.646 0.713 0.028  0.714
C -3.535 3.700 -1.913  -1.083
N -2.402 3.299 -1.103  0.981
C -2.582 3.574 0.322  -0.874
C -1.335 2.664 -1.568  -1.948
N -0.287 2.405 -0.788  1.429
C 0.285 3.491 -0.140  -0.029
C 0.247 4.743 -0.758  -0.721
C 0.483 5.928 -0.049  -0.972
C 0.674 5.892 1.303  -1.407
C 0.865 4.644 1.944  1.207
C 1.049 4.567 3.348  -1.055
C 1.291 3.368 3.952  -0.964
C 1.587 2.245 3.164  -0.343
C 1.435 2.286 1.802  -0.766
N 2.237 1.378 1.014  1.125
C 3.505 1.184 1.286  -1.369
N 4.282 2.126 1.961  0.422
C 4.737 1.838 3.319  -1.140
C 4.085 3.538 1.676  -0.996
N 4.198 0.193 0.565  1.541
C 5.106 -0.621 1.377  -1.150
C 4.915 0.805 -0.546  -0.945
C 0.863 3.445 1.176  0.302
N -1.228 2.428 -2.965  1.493
C -1.641 1.212 -3.646  -1.097
C -1.242 3.583 -3.843  -1.461
H -3.617 4.792 -1.925  0.313
H -4.448 3.292 -1.478  0.296
H -3.450 3.345 -2.933  0.414
H -2.367 4.624 0.543  0.371
H -1.933 2.940 0.913  -0.143
H -3.613 3.341 0.593  0.522
H -0.025 4.795 -1.802  0.472
H 0.435 6.877 -0.570  0.384
H 0.731 6.801 1.890  0.392
H 0.996 5.486 3.921  0.383
H 1.344 3.295 5.031  0.461
H 1.928 1.308 3.599  0.561
H 4.433 0.831 3.599  0.376
H 4.288 2.547 4.023  0.382
H 5.825 1.928 3.383  0.283
H 3.628 3.667 0.696  0.194
H 5.064 4.026 1.670  0.539
H 3.459 4.041 2.418  0.259
H 5.494 -1.419 0.747  0.246
H 4.553 -1.066 2.200  0.295
H 5.952 -0.032 1.766  0.376
H 4.209 1.333 -1.193  -0.050
H 5.400 0.015 -1.118  0.453
H 5.687 1.514 -0.205  0.268
H -1.528 0.359 -2.989  -0.149
H -2.666 1.269 -4.020  0.500
H -0.990 1.062 -4.513  0.384
H -1.248 4.513 -3.277  0.506
H -2.112 3.585 -4.511  0.448
H -0.345 3.574 -4.474  0.233
C -5.151 0.573 -1.951  -1.625
C -4.869 -0.216 -0.676  0.407
C -3.813 -1.289 -0.923  -1.363
C -4.587 0.726 0.494  -0.262
C -5.675 1.482 0.918  -0.283
C -5.666 2.206 2.099  -1.851
C -4.620 1.937 2.981  -0.187
C -3.528 1.163 2.632  0.181
C -2.645 0.663 3.762  0.044
C -2.388 -0.845 3.645  -1.268
C -1.326 1.427 3.885  -1.439
C -3.345 0.775 1.245  0.199
N -2.123 0.550 0.761  0.343
H -5.410 -0.101 -2.775  0.485
H -4.264 1.132 -2.215  0.169
H -5.976 1.272 -1.803  0.407
H -5.797 -0.739 -0.417  0.470
H -2.872 -0.865 -1.263  -0.295
H -4.181 -1.989 -1.679  0.625
H -3.598 -1.843 -0.007  0.506
H -6.579 1.472 0.312  0.358
H -6.499 2.833 2.392  0.287
H -4.682 2.303 4.002  0.404
H -3.217 0.833 4.680  0.770
H -1.670 -1.044 2.851  -0.417
H -3.318 -1.380 3.428  0.411
H -1.979 -1.230 4.583  0.524
H -0.792 1.357 2.942  0.042
H -0.696 0.985 4.664  0.628
H -1.505 2.482 4.120  0.472
C -2.266 -7.009 1.643  -0.499
C -1.824 -7.062 0.328  -0.700
C -1.128 -5.990 -0.218  -0.361
C -0.855 -4.852 0.540  0.042
C -1.315 -4.807 1.857  -0.714
C -2.012 -5.876 2.405  -0.644
As 0.191 -3.314 -0.120  1.417
C 1.975 -4.168 0.000  -0.088
C 2.158 -5.542 0.133  -0.602
C 3.422 -6.114 0.056  -0.874
C 4.531 -5.321 -0.202  -0.832
C 4.369 -3.947 -0.306  -0.983
C 3.109 -3.373 -0.174  0.967
C 0.057 -3.867 -2.085  -0.121
C 1.139 -4.177 -2.912  -0.261
C 1.007 -4.223 -4.297  -0.663
C -0.219 -3.962 -4.893  -0.480
C -1.316 -3.677 -4.088  -0.686
C -1.171 -3.631 -2.710  -0.304
H -2.802 -7.849 2.070  0.358
H -2.009 -7.944 -0.274  0.395
H -0.787 -6.043 -1.244  0.408
H -1.088 -3.931 2.453  0.392
H -2.351 -5.830 3.433  0.416
H 1.302 -6.182 0.296  0.350
H 3.535 -7.185 0.174  0.403
H 5.514 -5.766 -0.306  0.375
H 5.234 -3.324 -0.506  0.380
H 3.009 -2.292 -0.174  0.149
H 2.106 -4.398 -2.473  0.205
H 1.869 -4.461 -4.913  0.384
H -0.318 -3.985 -5.973  0.344
H -2.282 -3.482 -4.542  0.385
H -2.031 -3.409 -2.086  0.367
C 3.291 -0.652 -3.325  -0.765
N 2.047 -0.025 -2.936  0.636
C 1.777 1.290 -3.470  -0.693
C 1.198 -0.660 -2.117  0.364
O 0.068 -0.301 -1.796  0.502
H 3.290 -0.877 -4.396  0.304
H 3.425 -1.579 -2.767  0.068
H 4.134 0.010 -3.113  0.337
H 2.610 1.962 -3.243  0.350
H 0.873 1.673 -3.006  -0.309
H 1.650 1.244 -4.557  0.391
H 1.614 -1.608 -1.768  -1.126

(2)
A 6-piece molecular cluster, C33H62FN3O16P overall. Source: the Open Molecules 2025 dataset; level of theory: wB97M-V/def2-TZVPD.

## Properties
2S+1: 1
Energy, eV: -84463.211
HOMO-LUMO gap, eV: 6.2
Charge: -1

Each line ends with the Mulliken charge.
Positions of all 116 atoms, in Å:
C 4.704 -2.091 6.120  -1.189
C 4.836 -0.799 5.198  -0.111
O 4.110 -1.064 4.006  -0.134
C 3.609 0.104 3.377  0.753
C 2.398 0.727 4.150  -1.034
C 1.168 -0.230 4.260  -0.176
O 1.254 -1.421 4.065  -0.547
N -0.138 0.249 4.653  0.045
C -1.206 -0.500 3.933  -0.563
C -0.322 1.676 4.290  -0.826
C 4.633 1.347 3.393  -0.191
O 4.895 2.117 4.306  -0.680
N 5.283 1.624 2.163  -0.299
C 4.314 1.127 1.113  -0.162
P 3.396 2.666 0.520  0.079
N 4.568 3.922 0.080  -0.836
O 2.481 3.355 1.804  -0.498
C 3.475 -0.027 1.799  1.464
C 2.016 -0.094 1.181  -0.741
O 1.140 0.762 1.461  -0.317
O 1.698 -1.005 0.329  -0.861
C 4.173 -1.307 1.144  0.143
C 5.741 -1.373 1.453  -1.279
F 3.659 -2.513 1.654  -0.364
H 5.637 -2.289 6.700  0.351
H 4.470 -2.942 5.432  0.241
H 3.806 -1.968 6.777  0.291
H 4.457 0.054 5.804  0.271
H 5.936 -0.655 5.033  0.341
H 2.147 1.681 3.613  0.419
H 2.645 1.040 5.198  0.715
H -1.525 -1.351 4.584  0.038
H -0.886 -0.871 2.923  0.180
H -2.100 0.128 3.745  0.423
H -1.319 1.997 4.698  0.377
H 0.426 2.360 4.775  0.312
H -0.354 1.847 3.180  0.183
H 5.569 2.596 2.082  0.353
H 4.907 0.853 0.203  0.443
H 4.820 4.375 0.977  0.336
H 3.990 4.640 -0.395  0.408
H 2.998 4.087 2.188  0.248
H 4.110 -1.259 0.028  0.541
H 6.011 -0.861 2.400  0.155
H 6.319 -0.883 0.622  0.280
H 6.010 -2.453 1.416  0.476
O -3.720 -0.714 4.555  -0.488
C -4.365 -1.091 5.495  0.820
O -3.847 -1.005 6.737  -0.376
C -4.584 -1.268 7.934  -0.431
C -4.611 -2.749 8.249  -0.987
C -5.712 -1.742 5.304  -1.166
H -5.584 -0.831 7.880  0.371
H -4.060 -0.739 8.731  0.325
H -5.110 -3.320 7.465  0.271
H -5.130 -2.933 9.193  0.369
H -3.594 -3.139 8.326  0.307
H -5.568 -2.788 5.034  0.254
H -6.228 -1.229 4.492  0.342
H -6.365 -1.678 6.172  0.334
O 1.039 2.861 -5.073  -0.649
C 0.415 2.469 -4.113  0.450
O 0.929 2.594 -2.887  -0.349
C 0.200 2.313 -1.675  -0.201
C 0.237 0.839 -1.336  -0.333
C -0.902 1.757 -4.288  -0.671
H -0.819 2.708 -1.735  0.290
H 0.702 2.874 -0.886  0.094
H -0.240 0.235 -2.115  0.270
H -0.270 0.648 -0.393  0.077
H 1.264 0.492 -1.254  0.134
H -0.712 0.715 -4.542  0.085
H -1.447 2.234 -5.104  0.409
H -1.552 1.805 -3.419  0.356
O -3.774 0.192 -5.347  -0.571
C -3.353 -0.810 -5.863  0.757
O -3.749 -2.013 -5.408  -0.383
C -3.439 -3.254 -6.052  -0.331
C -2.069 -3.754 -5.643  -1.015
C -2.319 -0.744 -6.957  -0.856
H -3.551 -3.172 -7.134  0.420
H -4.196 -3.966 -5.718  0.270
H -1.281 -3.062 -5.940  0.275
H -1.863 -4.726 -6.096  0.319
H -2.009 -3.854 -4.557  0.325
H -1.334 -0.608 -6.510  0.220
H -2.546 0.112 -7.593  0.326
H -2.306 -1.615 -7.609  0.291
O 2.610 6.413 -0.739  -0.582
C 2.327 7.109 0.199  0.710
O 3.110 8.162 0.513  -0.354
C 2.774 9.144 1.498  -0.418
C 3.159 8.681 2.888  -0.939
C 1.157 6.771 1.086  -0.772
H 1.722 9.426 1.425  0.356
H 3.350 10.034 1.243  0.318
H 2.620 7.777 3.177  0.268
H 2.948 9.458 3.625  0.347
H 4.223 8.439 2.927  0.295
H 1.458 6.000 1.797  0.100
H 0.353 6.385 0.460  0.296
H 0.747 7.622 1.625  0.369
O -3.497 -4.389 -9.299  -0.566
C -3.932 -5.498 -9.467  0.818
O -5.238 -5.742 -9.249  -0.366
C -5.890 -6.974 -9.575  -0.427
C -5.707 -8.001 -8.477  -0.954
C -3.021 -6.641 -9.833  -1.013
H -5.566 -7.340 -10.552  0.384
H -6.950 -6.736 -9.672  0.308
H -4.655 -8.254 -8.331  0.271
H -6.252 -8.917 -8.711  0.353
H -6.072 -7.609 -7.526  0.297
H -2.533 -7.011 -8.931  0.231
H -2.265 -6.268 -10.524  0.335
H -3.522 -7.463 -10.339  0.321

(3)
C34H15F15GeN5OS7Sr as an isolated structure. Source: the Open Molecules 2025 dataset; level of theory: wB97M-V/def2-TZVPD.

## Properties
2S+1: 2
Energy, eV: -218962.101
HOMO-LUMO gap (spin up / spin down), eV: 3.7 / 5.1
Charge: -2

Each line ends with the Mulliken charge.
Positions of all 79 atoms, in Å:
Sr -0.790 0.003 -0.325  1.119
C 2.478 -1.757 2.469  -1.492
C 1.077 -1.277 2.175  0.211
N 0.797 -0.083 1.719  -0.483
N 1.797 0.787 1.412  -0.156
C 1.481 2.087 1.203  -0.021
N 2.355 2.784 0.417  -0.506
S 0.212 2.807 1.984  -0.365
C -0.025 -2.168 2.393  0.749
C 0.127 -3.421 3.028  -0.672
C -0.962 -4.238 3.201  -0.422
C -2.206 -3.820 2.720  -0.684
C -2.270 -2.588 2.090  -0.287
N -1.242 -1.780 1.930  0.016
H 3.196 -0.980 2.227  0.426
H 2.712 -2.644 1.880  0.265
H 2.591 -2.002 3.527  0.345
H 2.545 0.427 0.819  0.401
H 2.666 2.252 -0.388  0.228
H 2.011 3.698 0.158  0.313
H 1.097 -3.745 3.374  0.244
H -0.847 -5.195 3.695  0.383
H -3.081 -4.443 2.821  0.367
H -3.213 -2.234 1.683  0.354
S -4.733 -6.063 -2.527  -0.378
C -3.746 -4.763 -2.306  0.080
S -4.120 -3.155 -2.835  -0.104
C -2.647 -2.358 -2.260  -0.341
C -1.743 -3.170 -1.649  0.168
S -0.214 -2.767 -0.999  -0.503
S -2.214 -4.867 -1.506  -0.114
S -2.557 -0.667 -2.507  -0.287
O 2.600 -0.007 -1.259  -0.572
N 2.509 -0.002 -2.526  0.268
C 1.690 -0.854 -3.171  -0.116
C 1.548 -0.810 -4.538  -0.735
C 2.266 0.109 -5.286  -0.161
C 3.147 0.941 -4.612  -0.564
C 3.244 0.870 -3.243  -0.326
H 1.140 -1.549 -2.547  0.380
H 0.853 -1.486 -5.009  0.415
H 2.142 0.182 -6.354  0.422
H 3.750 1.659 -5.144  0.593
H 3.876 1.529 -2.669  0.373
F -0.789 2.815 -6.967  -0.269
C 0.458 3.227 -6.670  0.636
C 0.782 3.547 -5.356  -0.817
C 2.066 4.041 -5.153  0.631
F 2.388 4.430 -3.902  -0.411
C 3.001 4.171 -6.158  0.157
F 4.247 4.628 -5.904  -0.390
C 2.655 3.810 -7.464  0.671
F 3.555 3.912 -8.468  -0.345
C 1.361 3.350 -7.711  0.164
F 1.008 3.028 -8.973  -0.352
Ge -0.374 3.415 -3.708  0.093
S 0.497 2.341 -2.127  0.446
C -2.107 2.692 -4.406  -0.623
C -3.320 3.346 -4.394  0.539
F -3.408 4.575 -3.849  -0.258
C -4.456 2.794 -4.970  0.196
F -5.616 3.479 -4.994  -0.338
C -4.385 1.539 -5.561  0.635
F -5.468 1.027 -6.170  -0.339
C -3.180 0.846 -5.560  0.277
F -3.102 -0.345 -6.161  -0.361
C -2.069 1.431 -4.972  -0.239
F -0.883 0.807 -5.013  0.091
C -0.732 5.376 -3.354  -0.392
C -1.264 5.726 -2.117  0.195
F -1.616 4.738 -1.285  -0.237
C -1.467 7.037 -1.727  0.019
F -2.000 7.342 -0.531  -0.312
C -1.118 8.069 -2.601  0.591
F -1.288 9.358 -2.242  -0.319
C -0.599 7.755 -3.855  0.049
F -0.275 8.747 -4.712  -0.318
C -0.425 6.427 -4.208  0.415
F 0.039 6.168 -5.449  -0.315

(4)
C15H26AlClO2P2 as an isolated structure. Source: the Open Molecules 2025 dataset; level of theory: wB97M-V/def2-TZVPD.

## Properties
2S+1: 1
Energy, eV: -57755.403
HOMO-LUMO gap, eV: 7.6
Charge: +2

Each line ends with the Mulliken charge.
Positions of all 47 atoms, in Å:
C 0.421 -0.224 -6.150  -1.113
C 0.444 -0.077 -4.665  0.896
H 1.448 -0.189 -6.522  0.342
H -0.159 0.597 -6.597  0.324
H -0.032 -1.184 -6.425  0.347
O 1.394 0.177 -3.954  -0.485
Cl -1.184 -0.330 -3.958  -0.237
Al -0.073 -0.004 0.591  0.429
P -0.103 2.140 -0.295  0.743
C 1.147 3.304 0.344  -1.229
C -0.036 2.403 -2.085  -1.142
H -0.084 3.484 -2.298  0.486
H -1.621 4.001 -0.083  0.472
H -0.885 1.889 -2.551  0.304
H -2.483 2.464 -0.457  0.402
H 2.115 3.112 -0.136  0.408
H 0.873 1.961 -2.506  0.335
C -1.688 2.928 0.138  -1.297
H 0.821 4.331 0.125  0.501
H -1.921 2.788 1.198  0.399
H 1.259 3.199 1.430  0.340
P 0.092 -2.230 -0.035  0.739
C 1.418 -3.191 0.770  -1.203
C -1.410 -3.103 0.524  -1.298
H -0.578 -2.120 -2.339  0.153
H 0.096 -3.737 -1.928  0.480
H 1.174 -2.319 -2.199  0.389
C 0.211 -2.650 -1.793  -1.017
H -2.257 -2.802 -0.103  0.397
H -1.239 -4.185 0.447  0.484
H 1.172 -4.260 0.702  0.488
H 1.500 -2.922 1.830  0.338
H -1.641 -2.847 1.563  0.385
H 2.377 -2.993 0.274  0.401
C 2.084 0.071 0.383  0.393
O 3.241 0.110 0.338  -0.191
C -0.689 0.292 5.386  -0.490
C -0.551 -0.951 4.765  -1.069
C -0.368 -1.036 3.374  -0.073
C -0.319 0.117 2.580  0.981
C -0.469 1.357 3.211  -0.015
C -0.651 1.447 4.601  -1.071
H -0.830 0.360 6.465  0.407
H -0.576 -1.857 5.373  0.412
H -0.250 -2.034 2.941  0.175
H -0.433 2.294 2.646  0.170
H -0.756 2.421 5.080  0.412